{"formula": "C4H11N2O", "method": "ωB97M-V with the def2-TZVPD basis set", "e_above_lowest_kcal_mol": 43.2, "spin_multiplicity": 1, "total_charge": 1, "species": ["N", "C", "C", "N", "C", "C", "O", "H", "H", "H", "H", "H", "H", "H", "H", "H", "H", "H"], "xyz": [[0.13125, -1.89847, 0.15856], [1.30022, -1.08773, -0.34707], [0.82458, -0.13043, -1.46961], [-0.20767, 0.80404, -1.11480], [-0.26973, 1.68020, 0.02651], [-0.96969, 1.17026, 1.28379], [-1.09808, 0.01143, 1.55343], [-0.15983, -2.59313, -0.49451], [-0.60260, -1.19612, 0.38695], [0.36729, -2.33319, 1.06857], [1.76258, -0.51842, 0.46419], [1.99555, -1.73338, -0.83915], [0.64300, -0.73964, -2.34849], [1.70609, 0.42883, -1.71101], [-0.73937, 1.07676, -1.91273], [0.73844, 1.90102, 0.39146], [-0.79487, 2.59779, -0.22802], [-1.09632, 1.92280, 2.07626]], "atomic_forces_ev_per_a": [[1.22, 0.87, 1.47], [-0.94, 0.87, -0.87], [1.06, 0.22, 1.42], [-1.38, -1.07, -0.01], [-0.25, -0.47, -0.23], [1.62, 0.64, -0.01], [-0.66, -1.14, -0.05], [-0.38, -0.61, -0.59], [-0.39, -0.02, 0.05], [-0.21, 0.00, -0.66], [-0.23, -0.45, 0.07], [0.64, -0.55, 0.23], [-0.83, 0.21, -0.18], [1.06, 0.20, -0.31], [-0.35, 0.31, -0.08], [0.09, 0.50, 0.08], [0.36, 0.28, -0.22], [-0.45, 0.21, -0.10]]}